(1)
Formula: C31H29MoN8OSSi
Source: the OMol25 dataset
Level of theory: ωB97M-V with the def2-TZVPD basis set

Calculated values
net charge	+3
HOMO-LUMO gap (spin up / spin down)	5.50 / 2.27	eV
HOMO level (spin up / spin down)	-14.539 / -14.975	eV
relative energy (zero: lowest compared OMol25 entry of this formula, charge and spin)	43.3	kcal/mol
maximum force	4.32	eV/A
2S+1	3

Each line ends with the Mulliken charge.
Atoms and positions in Å:
Mo 0.23468 -0.33701 0.13680  0.7941
C -0.86311 -1.70430 4.27363  -0.4762
C -0.13463 -1.23120 3.18881  -0.3132
N -0.73501 -0.96985 2.02382  0.2969
C -2.04984 -1.19524 1.93041  0.1015
C -2.75244 -1.66400 3.03461  -0.2185
N -2.16152 -1.90420 4.19390  -0.5049
C -2.64834 -0.90928 0.63735  0.5685
C -3.97057 -1.09625 0.31373  -0.6468
C -4.43102 -0.79062 -0.97291  0.9834
C -3.51414 -0.27543 -1.89705  -0.8624
C -2.20355 -0.08968 -1.53853  1.0213
N -1.76350 -0.42137 -0.29018  0.0311
C -1.17634 0.49353 -2.38580  -0.6727
C -1.40392 0.96203 -3.67323  -0.2479
N -0.44497 1.50350 -4.40729  -0.5320
C 0.75725 1.59046 -3.87922  -0.4861
C 1.02243 1.13657 -2.59099  -0.7820
N 0.05670 0.59449 -1.84475  0.7179
C -5.83567 -0.98642 -1.34287  0.5642
C -6.85074 -0.85098 -0.39309  -0.5905
C -8.16567 -1.03046 -0.79752  -0.4764
N -8.46860 -1.34842 -2.04539  -0.5139
C -7.52498 -1.49655 -2.96082  -0.4841
C -6.18464 -1.30933 -2.65695  -0.5519
H -0.37910 -1.90762 5.22078  0.4019
H 0.93285 -1.06284 3.25073  0.3976
H -3.82002 -1.83783 2.99621  0.4563
H -4.65499 -1.51292 1.03754  0.6706
H -3.85397 0.00865 -2.88215  0.6609
H -2.38432 0.90856 -4.13017  0.5056
H 1.54219 2.02921 -4.48296  0.4162
H 2.01016 1.20819 -2.15569  0.5257
H -6.64759 -0.56377 0.63016  0.4795
H -8.98997 -0.90965 -0.10393  0.3874
H -7.84306 -1.77445 -3.95924  0.3867
H -5.44127 -1.46634 -3.42764  0.4778
S 3.64979 4.90169 2.25614  -0.1569
C 2.81888 3.48721 1.74870  1.3296
C 1.59462 3.67063 1.06790  -1.1229
C 0.90641 2.58894 0.60376  -0.3873
N 1.33810 1.31392 0.78111  -0.0269
C 2.50984 1.12821 1.44278  -1.1311
C 3.26775 2.16289 1.92088  -0.5341
C 5.23434 4.27344 2.77281  -0.0737
C 5.42301 3.87016 4.08718  0.0750
C 6.68795 3.41351 4.44052  -0.3873
N 7.69624 3.35089 3.58123  0.0722
C 7.51107 3.76214 2.33460  -0.4474
C 6.29070 4.24120 1.87310  0.1491
H 1.20070 4.66410 0.89765  0.4611
H -0.02366 2.71748 0.05962  0.5068
H 2.84168 0.10308 1.56790  0.5701
H 4.20212 1.95286 2.42292  0.3846
H 4.62877 3.92289 4.81916  0.4634
H 6.89100 3.09064 5.45514  0.4289
H 8.36933 3.71953 1.67334  0.4246
H 6.18251 4.58912 0.85456  0.4679
C 3.30659 -2.96603 -1.79118  -1.0239
Si 1.48398 -3.10107 -1.54893  0.0791
C 0.90590 -4.62014 -0.68160  -0.9900
C 0.47449 -2.67812 -3.04877  -0.8408
O 1.10793 -1.79037 -0.40724  -0.7722
H 3.62933 -3.70471 -2.53005  0.3825
H 3.85564 -3.16976 -0.87059  0.3162
H 3.60361 -1.98517 -2.16715  0.3272
H 1.08330 -5.49257 -1.31657  0.3766
H -0.16414 -4.58952 -0.46827  0.3242
H 1.44675 -4.78652 0.25120  0.3284
H 0.58642 -3.46631 -3.79805  0.4901
H 0.79163 -1.74609 -3.52087  0.2152
H -0.59133 -2.61734 -2.81307  0.2363



(2)
Formula: C31H29N4O6Ti
Source: the OMol25 dataset
Level of theory: ωB97M-V with the def2-TZVPD basis set

Calculated values
HOMO-LUMO gap (spin up / spin down)	7.00 / 7.27	eV
HOMO level (spin up / spin down)	-7.664 / -7.918	eV
relative energy (zero: lowest compared OMol25 entry of this formula, charge and spin)	0.0	kcal/mol
maximum force	0.78	eV/A
2S+1	2

Each line ends with the Mulliken charge.
Atoms and positions in Å:
Ti -0.03777 0.05956 0.35457  -0.1560
C 0.13535 1.41779 4.87838  -0.6598
O -1.12774 1.69334 4.27928  -0.4180
C -1.10373 2.63391 3.28132  0.2224
C -1.78037 3.81793 3.46667  -0.5264
C -1.83957 4.78035 2.45453  -0.6294
C -1.21353 4.53204 1.25662  -1.0434
C -0.55133 3.31788 1.02897  0.2649
C 0.15939 3.10503 -0.21678  -0.1893
N 0.44575 1.92753 -0.62273  0.4727
N 1.38466 1.81487 -1.65268  -0.4895
C 2.07520 0.72321 -1.44805  -0.0349
O 1.83461 -0.12633 -0.49937  -0.7013
C 3.19774 0.43033 -2.38226  0.6320
C 3.59961 1.35454 -3.34472  -0.0125
C 4.62309 1.04193 -4.22358  -0.8128
C 5.26247 -0.18992 -4.14175  -0.4601
C 4.87841 -1.10312 -3.17117  -0.7203
C 3.84965 -0.79432 -2.29344  -0.2144
C -0.47232 2.34467 2.04993  1.1819
O 0.17001 1.19853 1.91045  -0.6705
H -0.05784 0.71906 5.68961  0.2476
H 0.57163 2.33384 5.28738  0.3010
H 0.82434 0.97194 4.16157  0.1599
H -2.27047 3.97685 4.41891  0.4634
H -2.37015 5.70797 2.61864  0.3876
H -1.23634 5.26815 0.46150  0.4292
H 0.53851 3.96046 -0.77593  0.4109
H 3.10146 2.31368 -3.39037  0.4607
H 4.93113 1.76326 -4.96989  0.4152
H 6.06614 -0.43049 -4.82655  0.4258
H 5.38328 -2.05826 -3.09424  0.4778
H 3.53781 -1.49385 -1.52990  0.4283
O -2.09950 0.04577 0.86333  -0.3329
N -2.38215 -0.63092 1.90231  -0.4658
N -1.46956 -1.44465 2.23901  1.1898
O -0.36021 -1.58295 1.52500  -0.3642
C -1.64061 -2.27344 3.39442  0.1691
C -2.85507 -2.29834 4.06716  -0.2273
C -2.97776 -3.09940 5.18857  -0.5657
C -1.90605 -3.86503 5.63206  -0.4561
C -0.70253 -3.82581 4.94597  -0.6180
C -0.56061 -3.02700 3.82030  -0.3452
H -3.67840 -1.69448 3.71674  0.4516
H -3.91995 -3.12478 5.71974  0.3796
H -2.01159 -4.48872 6.50974  0.3880
H 0.13704 -4.41749 5.28597  0.3688
H 0.36711 -2.97789 3.27107  0.4511
C 3.32573 -3.22804 -5.94138  -1.6924
C 2.29768 -2.49732 -5.12727  0.6927
C 1.87054 -1.22800 -5.49151  -0.6296
C 0.95345 -0.52823 -4.72597  1.0058
C 0.56025 0.86114 -5.15690  -2.1360
C 0.46952 -1.12143 -3.53887  0.7182
C -0.36458 -0.30244 -2.69471  -0.3692
O -0.67696 -0.56411 -1.52779  -0.4348
C 0.88269 -2.41917 -3.15645  1.3480
C 0.41930 -3.10004 -1.90025  -1.6130
C 1.77986 -3.08164 -3.97499  -0.9127
H 3.58795 -2.67479 -6.84149  0.3661
H 2.96124 -4.21429 -6.23212  0.4234
H 4.23489 -3.37453 -5.35444  0.3102
H 2.28035 -0.76497 -6.38139  0.2768
H 1.09114 1.12495 -6.06963  0.3561
H 0.81122 1.59861 -4.39186  0.4286
H -0.50958 0.93441 -5.36026  0.4312
H -0.74886 0.62516 -3.12844  0.3806
H -0.65504 -3.01815 -1.74967  0.3498
H 0.89380 -2.64807 -1.02629  0.1992
H 0.69416 -4.15371 -1.93216  0.4499
H 2.10822 -4.07728 -3.69726  0.3853



(3)
Formula: C31H29N4PPtS2
Source: the OMol25 dataset
Level of theory: ωB97M-V with the def2-TZVPD basis set

Calculated values
HOMO-LUMO gap (spin up / spin down)	6.70 / 6.70	eV
HOMO level (spin up / spin down)	-6.954 / -6.953	eV
maximum force	2.30	eV/A
2S+1	1

Each line ends with the Mulliken charge.
Atoms and positions in Å:
Pt 0.23669 0.75111 -0.19882  0.9885
C 2.25736 0.03324 2.21737  -1.1688
N 1.31579 -0.75223 1.42850  0.2804
C 1.98858 -1.89090 0.82020  -1.1292
C 0.19876 -1.18839 2.27200  -1.1828
C -0.81155 -0.08095 2.45996  1.3521
C -1.47714 0.06863 3.66853  -0.7205
C -2.46437 1.02767 3.81293  -0.6783
C -2.78436 1.84443 2.74252  -0.7214
C -2.10279 1.71765 1.53976  -0.6047
C -1.09697 0.76993 1.38302  -0.0950
H 2.66055 -0.56404 3.04849  0.3563
H 1.75398 0.90893 2.62747  0.3101
H 3.08607 0.35846 1.59009  0.3841
H 2.40648 -2.56218 1.58534  0.3679
H 2.79496 -1.53680 0.18027  0.2957
H 1.28138 -2.44523 0.20465  0.2739
H 0.56513 -1.54987 3.24655  0.3254
H -0.29857 -2.02440 1.76695  0.3545
H -1.21905 -0.57484 4.49960  0.3947
H -2.96739 1.14276 4.76353  0.3733
H -3.56220 2.58791 2.83839  0.4271
H -2.37860 2.36386 0.71516  0.4173
N -6.16173 -7.04684 -4.36063  -0.4957
C -5.38905 -6.26270 -4.03500  0.1065
C -4.44951 -5.28070 -3.66601  0.4470
C -4.62399 -4.53823 -2.49259  -0.8890
C -3.73079 -3.54401 -2.16246  -0.3140
C -2.64738 -3.26993 -3.00177  0.8484
C -2.46106 -4.02579 -4.16339  -0.4412
C -3.34918 -5.02280 -4.49327  -0.9310
N -1.72310 -2.26863 -2.68419  0.2010
C -0.99525 -1.53386 -3.58562  -0.2471
C -0.16370 -0.73969 -2.86005  -0.9488
N -0.35452 -0.98099 -1.52983  -0.1422
C -1.30412 -1.88710 -1.45317  -0.5103
H -5.46770 -4.74926 -1.85255  0.4393
H -3.87792 -2.95680 -1.26894  0.4760
H -1.60933 -3.83123 -4.79634  0.4520
H -3.20266 -5.61388 -5.38424  0.4404
H -1.16371 -1.58917 -4.64156  0.5022
H 0.55555 -0.02934 -3.22075  0.4431
H -1.69464 -2.28992 -0.54009  0.3814
S 2.38236 1.59292 -1.33039  -0.7279
P 1.05784 3.00634 -1.85994  1.5362
S -0.87249 2.44715 -1.93384  -0.4037
C 1.31378 4.46157 -0.77541  0.3974
C 0.64469 4.55419 0.43644  -0.3397
C 0.89740 5.62617 1.27477  -0.6566
C 1.81281 6.59953 0.90983  -0.4613
C 2.49963 6.48766 -0.28824  -0.6759
C 2.25647 5.41863 -1.13054  -0.4189
C 1.49670 3.68773 -3.49822  -0.2085
C 2.64301 3.26894 -4.15364  -0.2275
C 3.00308 3.84738 -5.35767  -0.6737
C 2.21218 4.84675 -5.90275  -0.3961
C 1.03864 5.23352 -5.26989  -0.7245
C 0.67317 4.65287 -4.06795  -0.1805
H -0.08341 3.79745 0.71146  0.2691
H 0.37970 5.70842 2.21807  0.4251
H 1.98634 7.45441 1.54849  0.3752
H 3.22676 7.23481 -0.56958  0.4021
H 2.77994 5.33616 -2.07345  0.3722
H 3.25345 2.50090 -3.70140  0.3683
H 3.90427 3.52463 -5.86028  0.4121
H 2.50875 5.32167 -6.82783  0.3816
H 0.40822 5.99506 -5.71107  0.3911
H -0.23794 4.94632 -3.56020  0.3453